# 1
The following is a quantum chemistry calculation of C12H10N4O6W as an isolated structure, from OMol25.

```
33
Properties=species:S:1:pos:R:3:nbo_charge:R:1
W -1.9732 1.3928 -0.3910 2.3952
O 2.0407 5.9313 -0.7754 -0.4606
C 1.2549 4.9391 -0.8048 0.5417
C 1.0806 4.0559 -1.9553 -0.1496
C 0.1259 3.1023 -1.8669 0.0493
N -0.7431 3.0199 -0.8050 -0.5041
C -0.3775 3.6758 0.3547 0.1851
C 0.5912 4.6022 0.4315 -0.1973
C -1.2277 2.7658 1.2544 0.7884
O -2.4650 2.9179 1.0403 -0.4985
O -0.8369 1.5138 1.3254 -0.5565
C 0.0148 2.0266 -2.8701 0.8823
O 0.2916 1.5927 -3.8612 -0.1348
O -1.1180 0.8732 -1.7750 -0.5672
H 2.5473 6.1794 -1.5785 0.5712
H 1.7327 4.1399 -2.8210 0.3187
H 0.9113 5.0717 1.3575 0.3381
C -6.4509 0.2685 -1.3033 -0.4183
N -5.2734 -0.4035 -0.6683 -0.2882
C -5.4022 -1.7049 -0.1564 0.1405
C -4.3877 -2.3200 0.4738 -0.2665
C -3.1287 -1.6532 0.6449 0.5206
N -3.0272 -0.3872 0.0882 -0.6332
C -4.1152 0.1540 -0.5213 0.7726
O -3.7914 1.3936 -0.9425 -0.5596
N -2.1303 -2.1901 1.2792 -0.6254
H -6.8551 -0.4126 -2.0494 0.2782
H -6.1268 1.1918 -1.7731 0.2584
H -7.1817 0.4698 -0.5215 0.2791
H -6.3730 -2.1639 -0.3057 0.3046
H -4.5238 -3.3227 0.8613 0.3145
H -2.2184 -3.1225 1.6777 0.4763
H -1.2411 -1.7331 1.4370 0.4449
```

Properties
Energy above the lowest of the compared OMol25 structures with the same formula, charge and spin ... 95.7 kJ/mol
Orbital gap ... 5.37 eV
HOMO level ... -23.30 eV
Spin multiplicity ... 1
Charge ... +4
LUMO energy ... -17.93 eV
Total energy ... -32629.6324 eV

=====

# 2
The following is a quantum chemistry calculation of a single C17H24O5 molecule, from OMol25.

```
46
Properties=species:S:1:pos:R:3:nbo_charge:R:1
C -0.4685 -5.1903 2.4338 -0.6354
C -1.2269 -5.2089 1.1154 -0.0760
O -1.6769 -3.8970 0.7615 -0.4975
C -0.7995 -3.0875 0.1790 0.8136
O 0.3167 -3.3944 -0.1400 -0.5958
C -1.4049 -1.6992 -0.0183 -0.4010
C -1.0068 -1.1255 -1.3756 -0.3995
C -1.6628 0.2261 -1.6479 -0.4322
C -1.0503 0.8756 -2.8921 -0.0579
O 0.3307 1.1140 -2.7403 -0.5166
C 0.7542 2.0708 -1.8640 0.3767
C 2.1018 2.0084 -1.5072 -0.2742
C 2.6453 2.9423 -0.6523 -0.1902
C 1.8695 3.9700 -0.1245 -0.0552
C 2.4719 4.9843 0.8003 -0.6231
C 0.5337 4.0296 -0.4887 -0.1928
C -0.0281 3.0946 -1.3439 -0.3263
C -0.8743 -0.9042 1.1741 0.8084
O -1.3670 -0.9627 2.2705 -0.5971
O 0.2084 -0.2037 0.8673 -0.5051
C 0.8504 0.5124 1.9253 -0.0706
C 0.0917 1.7749 2.3049 -0.6443
H -0.2216 -6.2062 2.7286 0.2158
H -1.0780 -4.7299 3.2074 0.2171
H 0.4511 -4.6206 2.3254 0.2222
H -2.1372 -5.8066 1.1909 0.1903
H -0.5901 -5.5934 0.3120 0.1975
H -2.4885 -1.7849 0.0954 0.2465
H -1.2945 -1.8342 -2.1555 0.2084
H 0.0775 -1.0151 -1.4057 0.2449
H -1.5075 0.8840 -0.7913 0.2128
H -2.7372 0.1071 -1.7998 0.2084
H -1.5860 1.7974 -3.1526 0.1731
H -1.1157 0.1898 -3.7414 0.1941
H 2.7019 1.2116 -1.9173 0.2250
H 3.6901 2.8748 -0.3845 0.2098
H 3.0854 5.6887 0.2380 0.2187
H 1.6988 5.5453 1.3195 0.2137
H 3.1110 4.5014 1.5372 0.2145
H -0.0915 4.8203 -0.0972 0.2099
H -1.0737 3.1840 -1.5961 0.2170
H 0.9415 -0.1495 2.7930 0.1932
H 1.8382 0.7541 1.5292 0.1978
H -0.0291 2.4141 1.4339 0.2210
H -0.8859 1.5171 2.7044 0.2256
H 0.6503 2.3155 3.0634 0.2150
```

Properties
Energy above the lowest of the compared OMol25 structures with the same formula, charge and spin ... 21.7 kJ/mol
Orbital gap ... 9.23 eV
HOMO level ... -8.35 eV
Structure (SMILES) ... CCOC(=O)C(CCCOc1ccc(C)cc1)C(=O)OCC
Spin multiplicity ... 1
LUMO energy ... 0.88 eV
Total energy ... -28256.6380 eV

=====

# 3
The following is a quantum chemistry calculation of a 12-piece molecular cluster, C26H78NO13PS overall, from OMol25.

```
120
Properties=species:S:1:pos:R:3:lowdin_charge:R:1
C 1.7747 -6.1252 2.0819 -0.0924
O 1.9682 -4.7327 1.8694 -0.2167
C 1.2741 -4.1829 0.7761 -0.6338
S 1.8998 -4.7023 -0.8530 0.8793
C 1.2917 -2.6604 1.0110 -0.2062
O 1.5368 -1.9203 -0.1570 -0.2374
C 0.7510 -0.7580 -0.3504 -0.3543
P 1.7351 0.7301 0.0376 0.7028
N 2.8274 1.0713 -1.0176 -0.3037
H 1.3259 -6.2710 3.0661 0.0907
H 1.1214 -6.5684 1.3286 0.0672
H 2.7373 -6.6357 2.0425 0.0888
H 0.2505 -4.5750 0.7639 0.1071
H 2.9353 -3.8491 -0.9011 -0.0977
H 2.0710 -2.4761 1.7555 0.1109
H 0.3330 -2.3709 1.4549 0.1282
H 0.4985 -0.6807 -1.4100 0.0920
H -0.1828 -0.7877 0.2177 0.0843
H 2.1602 0.4861 1.3609 0.0046
H 0.7015 1.6831 0.1764 -0.0060
H 3.7744 1.1138 -0.6697 -0.0475
C -2.8617 2.1509 -2.9099 -0.0766
C -1.6490 1.3545 -2.4792 -0.3176
O -1.8279 0.7602 -1.1931 -0.1062
H -3.0822 2.9302 -2.1776 0.0697
H -2.6929 2.6201 -3.8812 0.0783
H -3.7387 1.5047 -2.9822 0.0515
H -0.7678 1.9899 -2.3799 0.1063
H -1.4126 0.5832 -3.2213 0.1101
H -2.6074 0.1952 -1.2329 0.0859
C -6.7889 0.7404 -5.0433 -0.0861
C -6.3556 -0.1708 -3.9119 -0.3188
O -6.0153 0.5563 -2.7360 -0.0949
H -5.9999 1.4549 -5.2796 0.0739
H -7.0155 0.1609 -5.9399 0.0735
H -7.6843 1.2990 -4.7625 0.0684
H -5.4542 -0.7226 -4.1818 0.1091
H -7.1387 -0.9053 -3.6943 0.1079
H -6.7954 1.0515 -2.4627 0.0582
C 2.5256 -8.8961 -0.5149 -0.0767
C 3.9120 -8.3582 -0.8009 -0.3029
O 3.8797 -7.2366 -1.6790 -0.1240
H 2.0341 -9.1827 -1.4455 0.0825
H 2.5705 -9.7558 0.1535 0.0606
H 1.9149 -8.1344 -0.0273 0.0485
H 4.5243 -9.1082 -1.3019 0.1155
H 4.4191 -8.0936 0.1345 0.1045
H 3.3734 -6.5309 -1.2490 -0.0222
C -1.2305 6.0503 -1.1772 -0.0751
C -2.6611 6.2227 -1.6431 -0.3207
O -3.5939 5.5921 -0.7714 -0.0823
H -0.9804 4.9921 -1.0952 0.0730
H -0.5357 6.5192 -1.8740 0.0555
H -1.0878 6.5128 -0.1972 0.0787
H -2.8114 5.7600 -2.6184 0.1099
H -2.9034 7.2886 -1.7398 0.0920
H -3.4836 5.9772 0.1043 0.0791
C -3.1301 11.5467 -2.5208 -0.0864
C -1.9365 10.7335 -2.0655 -0.3291
O -2.1331 10.1104 -0.7966 -0.0883
H -3.3730 12.3131 -1.7844 0.0778
H -2.9192 12.0328 -3.4742 0.0764
H -4.0081 10.9102 -2.6569 0.0731
H -1.0615 11.3695 -1.9348 0.1068
H -1.6827 9.9800 -2.8200 0.1066
H -2.8981 9.5293 -0.8635 0.0681
C 1.4579 8.8015 -2.6503 -0.0880
C 2.0578 9.4206 -1.4026 -0.3168
O 1.2623 10.4857 -0.9001 -0.0847
H 1.3345 9.5514 -3.4324 0.0774
H 2.0812 7.9921 -3.0331 0.0772
H 0.4740 8.3934 -2.4087 0.0425
H 3.0340 9.8580 -1.6123 0.1105
H 2.2001 8.6518 -0.6347 0.1096
H 0.3913 10.1303 -0.6811 0.0549
C 7.0150 -5.4096 -0.4605 -0.0872
C 6.3432 -4.6349 -1.5803 -0.3329
O 5.9781 -5.4599 -2.6664 -0.0874
H 7.8886 -5.9404 -0.8402 0.0751
H 7.3323 -4.7411 0.3429 0.0704
H 6.3264 -6.1450 -0.0368 0.0590
H 7.0275 -3.8973 -2.0023 0.1099
H 5.4787 -4.0833 -1.1854 0.0927
H 5.3820 -6.1673 -2.3682 0.0429
C 2.9970 -2.0816 6.0437 -0.0829
C 2.4605 -2.0950 4.6267 -0.3145
O 3.1921 -1.2391 3.7507 -0.0985
H 2.9797 -1.0726 6.4575 0.0615
H 2.3945 -2.7266 6.6853 0.0765
H 4.0262 -2.4463 6.0746 0.0783
H 1.4357 -1.7219 4.5993 0.1162
H 2.4464 -3.1162 4.2310 0.1021
H 4.1042 -1.5463 3.7109 0.0973
C -0.1440 -11.8322 3.2248 -0.0936
C 0.6346 -11.2641 2.0554 -0.3314
O 1.7206 -10.4411 2.4674 -0.0953
H -0.5232 -11.0296 3.8576 0.0752
H -0.9880 -12.4267 2.8717 0.0744
H 0.4885 -12.4812 3.8349 0.0725
H 0.0009 -10.6148 1.4505 0.1113
H 0.9896 -12.0713 1.4052 0.1100
H 2.3241 -10.9721 2.9975 0.0828
C 4.9642 1.7429 5.9624 -0.0879
C 4.0399 2.5198 5.0428 -0.3284
O 3.5921 1.7523 3.9405 -0.0938
H 5.8257 1.3692 5.4080 0.0762
H 5.3213 2.3760 6.7766 0.0727
H 4.4459 0.8891 6.4052 0.0542
H 4.5678 3.3690 4.6075 0.1105
H 3.1925 2.9208 5.6120 0.1073
H 3.1286 0.9628 4.2457 0.0479
C -9.5701 2.4437 0.0527 -0.0898
C -8.5601 3.0073 -0.9262 -0.3222
O -8.9364 2.8103 -2.2856 -0.0884
H -9.7361 1.3831 -0.1380 0.0756
H -9.2198 2.5634 1.0788 0.0750
H -10.5284 2.9610 -0.0365 0.0724
H -7.6043 2.4906 -0.8261 0.1039
H -8.3751 4.0666 -0.7222 0.1117
H -9.7725 3.2598 -2.4452 0.0819
```

Properties
Orbital gap ... 8.67 eV
HOMO level ... -8.19 eV
Structure (SMILES) ... CO[C@H](S)COC[PH2]=N.CCO.CCO.CCO.CCO.CCO.CCO.CCO.CCO.CCO.CCO.CCO
Spin multiplicity ... 1
LUMO energy ... 0.48 eV
Total energy ... -76453.8243 eV

=====

# 4
The following is a quantum chemistry calculation of a 2-piece molecular cluster, CH5IOSi overall, from OMol25.

```
9
Properties=species:S:1:pos:R:3:nbo_charge:R:1
C 0.3173 0.1831 1.0973 -1.1541
Si -0.5775 -1.2776 0.7195 1.5100
O -2.1793 -1.3988 1.2671 -1.0876
H 1.2935 0.4051 0.9309 0.1949
H -0.2226 0.7535 1.7895 0.2256
H -0.2034 -2.4206 -0.0627 -0.1941
H -2.5647 -1.6569 2.0216 0.5034
I 3.9629 0.3297 -0.4144 -0.0682
H 2.6112 0.8569 -0.2768 0.0700
```

Properties
Energy above the lowest of the compared OMol25 structures with the same formula, charge and spin ... 383.6 kJ/mol
Orbital gap ... 8.96 eV
HOMO level ... -8.46 eV
Structure (SMILES) ... C=[SiH]O.I
Spin multiplicity ... 1
LUMO energy ... 0.50 eV
Total energy ... -19142.0080 eV

=====

# 5
The following is a quantum chemistry calculation of C12H24N6O3P2PdS2 as an isolated structure, from OMol25.

```
50
Properties=species:S:1:pos:R:3:nbo_charge:R:1
Pd 0.9928 -1.2627 -0.3481 0.5584
S 3.5225 -1.7076 -0.3274 0.0207
C 2.9489 -3.2103 0.2768 -0.2614
S 1.3250 -3.5775 -0.1928 0.0615
C 3.6924 -4.0654 1.0686 -0.4414
C 4.9680 -3.7365 1.5534 0.2882
N 5.9862 -3.4705 2.0151 -0.3167
C 3.1685 -5.2789 1.5399 0.2865
N 2.7571 -6.2662 1.9599 -0.3150
C -2.8539 1.8460 1.8219 -0.3974
N -2.2780 0.5364 2.0128 -0.8122
C -2.8659 -0.2158 3.0972 -0.4021
P -0.9124 -0.0550 1.2919 2.4709
O -0.9014 -1.5186 1.2132 -1.0840
O -1.1653 0.6610 -0.1612 -1.1004
P -0.1966 0.8292 -1.4263 2.4628
O 1.2350 0.8580 -1.0566 -1.0910
N -0.6912 2.2991 -1.9985 -0.8107
C 0.2602 3.2919 -2.4418 -0.4035
C -2.0428 2.4525 -2.4904 -0.3998
N -0.7241 -0.3129 -2.5534 -0.7918
C 0.2888 -0.4272 -3.5948 -0.4224
C -1.2751 -1.6085 -2.1660 -0.4345
N 0.4656 0.5707 1.9882 -0.8115
C 0.7975 1.9767 1.8734 -0.4106
C 1.6015 -0.2985 2.2827 -0.4326
H -2.8143 2.4308 2.7474 0.1903
H -3.9028 1.7391 1.5323 0.1956
H -2.3361 2.3701 1.0247 0.2131
H -2.7676 0.3207 4.0471 0.1863
H -2.3609 -1.1758 3.1634 0.2325
H -3.9280 -0.3810 2.8920 0.1958
H 1.2582 2.9670 -2.1546 0.2335
H 0.0464 4.2522 -1.9657 0.1944
H 0.2152 3.4268 -3.5281 0.1857
H -2.6185 1.5717 -2.2120 0.2186
H -2.0580 2.5603 -3.5798 0.1923
H -2.5035 3.3432 -2.0538 0.1975
H 0.6306 0.5739 -3.8580 0.2079
H -0.1499 -0.8908 -4.4763 0.2120
H 1.1606 -1.0206 -3.2645 0.2091
H -1.8630 -1.5078 -1.2497 0.2315
H -0.4810 -2.3821 -2.0194 0.2026
H -1.9391 -1.9573 -2.9613 0.2131
H -0.1179 2.5616 1.8285 0.2009
H 1.3944 2.1706 0.9760 0.2117
H 1.3702 2.2813 2.7509 0.2094
H 1.2776 -1.3501 2.2222 0.2379
H 1.9357 -0.1169 3.3079 0.2052
H 2.4482 -0.0964 1.5932 0.2132
```

Properties
Orbital gap ... 6.24 eV
HOMO level ... -8.05 eV
Spin multiplicity ... 1
LUMO energy ... -1.81 eV
Total energy ... -71647.3436 eV

=====

# 6
The following is a quantum chemistry calculation of a single C9H20NPS molecule, from OMol25.

```
32
Properties=species:S:1:pos:R:3:nbo_charge:R:1
C -0.7410 1.7140 -0.2313 -0.5207
C 0.8227 0.0722 1.0386 -0.2195
C -1.8824 0.6064 -0.1921 0.0779
C -2.6816 0.5926 -1.5634 -0.5722
C -2.8416 1.0405 0.8595 -0.6410
C 2.2469 -1.8208 0.4149 -0.5832
C 3.2131 0.3801 0.4937 -0.5944
C 1.5696 -0.1209 -1.3403 -0.6455
C 1.9540 -0.3513 0.1376 -0.1936
N -1.2111 -0.5964 0.0194 -0.8181
P -1.7230 -2.0562 0.5610 0.5819
S 0.2184 1.6007 1.3180 0.3058
H 0.0219 1.4072 -0.9829 0.2388
H -1.1524 2.6960 -0.4585 0.2282
H 0.7809 -0.4374 2.0172 0.2089
H -3.6321 0.2636 -1.3290 0.2058
H -2.2758 0.0498 -2.4294 0.2248
H -2.7597 1.7890 -1.8656 0.1911
H -3.7934 0.6393 0.6298 0.2068
H -3.0034 2.1231 0.9413 0.2154
H -2.4832 0.5958 1.7647 0.2225
H 3.2360 -2.0713 -0.0498 0.2142
H 1.4770 -2.5827 -0.0108 0.2161
H 2.3416 -1.9556 1.4793 0.2105
H 3.3627 0.4091 1.6513 0.2025
H 4.0840 0.1224 0.0549 0.2146
H 3.2579 1.4532 0.3430 0.2222
H 1.5203 0.8237 -1.9248 0.2246
H 0.5790 -0.5699 -1.4910 0.2447
H 2.2288 -0.7251 -2.0931 0.2125
H -2.0635 -2.1091 1.9071 -0.0608
H -0.6706 -2.9820 0.3305 -0.0207
```

Properties
Energy above the lowest of the compared OMol25 structures with the same formula, charge and spin ... 279.8 kJ/mol
Orbital gap (alpha / beta) ... 6.67 / 7.44 eV
HOMO level (alpha / beta) ... -6.95 / -7.34 eV
Spin multiplicity ... 1
LUMO energy (alpha / beta) ... -0.29 / 0.10 eV
Total energy ... -31266.6520 eV

=====

# 7
The following is a quantum chemistry calculation of an isolated ion of composition C15H32ClN2O2Si and charge +1, from OMol25.

```
53
Properties=species:S:1:pos:R:3:nbo_charge:R:1
C 3.2213 -0.0703 -1.9041 -0.4120
N 2.0329 -0.8296 -1.4678 -0.6364
C 0.9595 0.0473 -1.0604 -0.2488
C -0.1805 -0.7054 -0.3441 0.1911
C 0.3295 -1.6786 0.6993 -0.4531
C 1.3698 -1.0571 1.6161 -0.0697
O 0.7495 -0.0254 2.3915 -0.9139
Si 1.6328 1.3597 2.7963 1.8674
C 1.0730 1.8404 4.5195 -1.1313
C 3.4782 1.0982 2.8114 -1.1460
C 1.1320 2.7656 1.6377 -1.1419
N -0.9800 0.3675 0.3533 -0.5622
C -2.4081 0.0240 0.5532 -0.2263
C -3.1252 -0.0305 -0.8022 -0.4245
C -2.1386 -0.3683 -1.9347 -0.2010
C -2.8422 -0.8868 -3.2024 -0.5183
C -2.9603 0.2078 -4.2402 0.5584
O -2.4419 0.1770 -5.3397 -0.4696
Cl -3.8923 1.6217 -3.6859 -0.0663
C -1.0867 -1.3636 -1.4306 -0.2281
C -1.7305 -2.6960 -1.0375 -0.6252
H 2.9346 0.9207 -2.2621 0.1771
H 3.9055 0.0745 -1.0760 0.1977
H 3.7053 -0.5744 -2.7280 0.2208
H 1.7351 -1.4072 -2.2373 0.3643
H 1.3477 0.8295 -0.4125 0.2056
H 0.5166 0.5520 -1.9296 0.1831
H -0.4930 -2.0273 1.3180 0.2208
H 0.7735 -2.5304 0.1997 0.2576
H 1.7395 -1.8362 2.2785 0.2024
H 2.2085 -0.7127 1.0214 0.1919
H 0.0185 1.6379 4.6699 0.2444
H 1.2859 2.8902 4.6911 0.2461
H 1.6533 1.2568 5.2278 0.2494
H 3.9436 2.0671 2.9661 0.2596
H 3.8164 0.3755 3.5429 0.2575
H 3.8213 0.7632 1.8319 0.2354
H 0.0475 2.7331 1.5299 0.2112
H 1.6187 2.7580 0.6689 0.2358
H 1.3483 3.6902 2.1614 0.2654
H -0.9185 1.2060 -0.2235 0.4221
H -0.5380 0.5917 1.2539 0.4887
H -2.4767 -0.8995 1.1104 0.2243
H -2.8586 0.7960 1.1672 0.2333
H -3.5928 0.9285 -0.9787 0.2415
H -3.8827 -0.8026 -0.7353 0.2319
H -1.6311 0.5573 -2.2095 0.2076
H -2.2445 -1.6595 -3.6712 0.2454
H -3.8229 -1.2920 -2.9790 0.2504
H -0.4286 -1.5756 -2.2709 0.2214
H -2.2600 -2.6219 -0.0942 0.2031
H -1.0042 -3.4952 -0.9767 0.2333
H -2.4604 -2.9916 -1.7832 0.2284
```

Properties
Orbital gap ... 10.08 eV
HOMO level ... -12.55 eV
Structure (SMILES) ... CNC[C@@]1(CCO[Si](C)(C)C)[NH2+]CC[C@H](CC(=O)Cl)[C@@H]1C
Spin multiplicity ... 1
Charge ... +1
LUMO energy ... -2.47 eV
Total energy ... -43545.8220 eV